Entry i
21
Properties=species:S:1:pos:R:3:nbo_charge:R:1 method="wB97M-V/def2-TZVPD" molar_mass_g_mol=146.24 gap_ev=10.1604 smiles="O=C=CCCC[NH2+]CS" charge=+1
O -2.1009 1.2564 0.3620 -0.511
C -1.8876 0.5585 1.2455 0.716
C -1.5659 -0.1754 2.2153 -0.524
C 0.0174 -0.4709 2.2851 -0.373
C 0.5570 -1.1783 1.0755 -0.442
C 0.8710 -0.3653 -0.1374 -0.249
N -0.1519 0.2232 -0.9173 -0.535
C 0.3425 1.0155 -2.1660 -0.361
S 1.2166 -0.1684 -3.3397 -0.021
H -2.1391 -0.5282 2.9861 0.292
H 0.6195 0.5393 2.3046 0.204
H 0.3295 -1.0143 3.2628 0.271
H 1.5039 -1.6593 1.4349 0.261
H -0.1955 -1.8935 0.8412 0.223
H 1.4903 0.4652 0.3916 0.228
H 1.5061 -0.8221 -0.9104 0.244
H -0.8400 -0.3517 -1.4044 0.440
H -0.7435 0.9126 -0.4973 0.449
H -0.5446 1.5925 -2.7285 0.276
H 1.0866 1.7355 -1.8474 0.237
H 0.6285 0.3287 -4.4561 0.174


Entry ii
21
Properties=species:S:1:pos:R:3:nbo_charge:R:1 method="wB97M-V/def2-TZVPD" molar_mass_g_mol=146.24 gap_ev=9.1957 charge=+1
C -0.1588 -0.1120 -0.2404 0.714
C 0.7954 0.6863 2.2701 -0.437
C -0.6570 0.1565 2.1706 -0.032
C 0.8415 2.0491 1.5213 -0.520
C 0.2984 -0.0997 -2.6933 -0.393
C -1.0887 -1.8054 -1.5775 -0.416
N -0.1671 -0.6262 -1.4428 -0.379
O -0.8427 -0.4114 0.7876 -0.485
S 1.1450 1.7150 -0.2712 0.141
H 1.0041 0.8363 3.4263 0.256
H 1.4405 -0.0116 1.9449 0.229
H -0.7863 -0.7334 2.6969 0.224
H -1.4679 0.9391 2.0927 0.229
H 0.0042 2.6277 1.5054 0.221
H 1.7070 2.5398 2.0329 0.263
H 1.2995 -0.7302 -2.8771 0.228
H 0.5736 0.8791 -2.6086 0.231
H -0.2952 -0.2167 -3.5216 0.240
H -0.4242 -2.5785 -1.4583 0.219
H -1.6140 -1.9681 -2.5871 0.244
H -1.7609 -1.8453 -0.8286 0.222


Most stable = entry i


Entry i
48
Properties=species:S:1:pos:R:3:nbo_charge:R:1 method="wB97M-V/def2-TZVPD" molar_mass_g_mol=281.30 gap_ev=8.4355 smiles="CCNCCC=O.O.O.O.O.O.O.O.O.O.O"
C -0.6490 0.8963 1.4729 -0.641
C -1.3498 0.4311 0.1879 -0.217
N -0.6724 -0.6600 -0.4824 -0.727
C -0.4083 -0.5106 -1.9023 -0.201
C -0.2541 -1.9191 -2.5591 -0.550
C 1.0481 -2.5905 -2.1522 0.447
O 1.8985 -2.8103 -2.9879 -0.564
H -1.1899 1.4710 2.1832 0.209
H -0.0621 0.1476 2.0209 0.216
H 0.1831 1.5717 1.1813 0.193
H -1.4369 1.3827 -0.3924 0.186
H -2.4193 0.2633 0.3638 0.188
H 0.0311 -1.1955 -0.0355 0.406
H 0.5532 0.0199 -2.0078 0.184
H -1.2695 -0.0349 -2.3583 0.203
H -1.2221 -2.3663 -2.2755 0.252
H -0.0779 -1.8829 -3.6587 0.224
H 1.2046 -2.7840 -1.1119 0.142
O 2.3614 3.1878 1.6322 -0.989
H 1.9610 3.3492 2.4874 0.473
H 1.7393 3.5305 0.9578 0.502
O 0.6708 -2.4358 1.4266 -0.941
H 0.3505 -1.8635 2.1204 0.483
H -0.1300 -2.8368 1.0616 0.462
O 1.2195 -0.9996 3.3515 -1.010
H 1.2345 -0.6116 4.2293 0.474
H 1.8457 -0.3572 2.8640 0.506
O 2.9770 0.5877 2.2996 -0.977
H 2.7995 1.3839 1.7653 0.530
H 3.6402 0.0016 1.9411 0.486
O -3.2925 1.2741 -1.4339 -0.967
H -3.9189 0.5826 -1.6521 0.494
H -3.6812 1.9916 -0.9357 0.480
O -3.2013 -2.2907 -1.0057 -0.958
H -3.0283 -2.4767 -0.0497 0.481
H -2.5821 -1.5453 -1.0261 0.472
O 2.6282 -1.3100 -0.4792 -0.941
H 3.2361 -1.4170 -1.2219 0.480
H 3.1314 -1.6990 0.2604 0.475
O 0.1053 2.6500 -2.8822 -0.956
H -0.1846 2.0737 -3.6005 0.488
H -0.6201 3.2540 -2.6698 0.471
O 0.8644 4.1529 -0.3295 -0.944
H 1.3953 4.0643 -1.1253 0.499
H 0.0657 3.6417 -0.4861 0.486
O -2.1995 -1.7710 2.1397 -0.945
H -1.2772 -1.6314 1.7919 0.461
H -2.0173 -1.9096 3.0830 0.476


Entry ii
48
Properties=species:S:1:pos:R:3:nbo_charge:R:1 method="wB97M-V/def2-TZVPD" molar_mass_g_mol=281.30 gap_ev=8.2913 smiles=CN[C@H](CO)CCO.O.O.O.O.O.O.O.O.O
C 0.6204 0.2913 0.2805 -0.438
N -0.6296 -0.1694 0.8194 -0.664
C -0.5980 -1.7080 0.8874 -0.080
C -1.2412 -2.2849 -0.3364 -0.070
O -0.5563 -2.1995 -1.5083 -0.768
C -1.3597 -2.3273 2.1279 -0.441
C -0.5931 -1.9435 3.3963 -0.069
O -1.0032 -0.7808 4.0931 -0.706
H 1.3150 0.5926 1.1668 0.172
H 1.0456 -0.3712 -0.4834 0.176
H 0.4337 1.3598 -0.2043 0.235
H -1.5061 0.0888 0.4378 0.382
H 0.3850 -2.0554 1.0249 0.190
H -1.3488 -3.3757 -0.2073 0.153
H -2.2268 -1.9079 -0.5126 0.180
H 0.3036 -2.7946 -1.6540 0.489
H -2.3208 -1.8749 2.3275 0.215
H -1.6136 -3.4629 2.0152 0.213
H -0.8689 -2.7831 4.0311 0.170
H 0.5206 -1.8422 3.2116 0.158
H -1.3359 -0.1727 3.2640 0.474
O -2.4338 -1.0478 -3.0395 -0.917
H -2.3171 -1.9235 -2.8285 0.458
H -1.9137 -0.6748 -2.4299 0.462
O -0.9578 2.4995 -2.0589 -0.981
H -0.2807 2.5960 -2.6120 0.470
H -0.8742 1.5720 -1.6218 0.509
O 0.7334 1.0848 3.3214 -0.931
H 0.2453 1.7185 2.8939 0.468
H 1.5233 1.5734 3.7263 0.475
O 0.3435 0.5860 -2.8992 -0.999
H 0.3314 -0.0301 -3.6894 0.495
H 1.1365 0.3720 -2.4036 0.489
O 3.6109 0.2584 2.3532 -0.958
H 3.8418 -0.5962 1.8702 0.470
H 2.7324 0.5594 1.9605 0.480
O 1.1130 -1.7212 -3.8906 -0.935
H 0.3240 -2.2646 -3.8465 0.481
H 1.0887 -1.5052 -4.8485 0.474
O 0.6995 3.6763 -0.1176 -0.961
H 1.5356 3.4101 -0.3563 0.480
H 0.1860 4.0420 -0.8238 0.487
O 2.8423 1.5233 -1.5524 -0.957
H 2.9835 2.0644 -2.3992 0.478
H 3.8348 1.5246 -1.2337 0.486
O -1.8844 2.3136 0.3519 -0.943
H -1.4732 3.1118 0.4398 0.469
H -2.3078 2.5290 -0.5092 0.480


Entry iii
48
Properties=species:S:1:pos:R:3:nbo_charge:R:1 method="wB97M-V/def2-TZVPD" molar_mass_g_mol=281.30 gap_ev=8.7674 smiles=OC[C@@H]1CCCN1.O.O.O.O.O.O.O.O.O.O
O -1.0044 0.3317 -1.2626 -0.784
C -1.0694 -0.8147 -0.3655 -0.067
C 0.3826 -1.4086 -0.4331 -0.077
C 0.3485 -2.8864 -0.7457 -0.433
C 0.2102 -3.5105 0.6792 -0.416
C 0.9747 -2.5249 1.5439 -0.239
N 0.8685 -1.1674 1.0028 -0.672
H -0.7768 1.1258 -0.7705 0.468
H -1.8788 -1.4291 -0.7354 0.186
H -1.2177 -0.4255 0.6265 0.210
H 1.0997 -0.8757 -1.0386 0.197
H 1.3588 -3.1207 -1.1027 0.224
H -0.4605 -3.1433 -1.4393 0.219
H -0.8379 -3.6567 0.9651 0.207
H 0.7214 -4.5165 0.7860 0.218
H 0.5515 -2.4782 2.5669 0.209
H 2.0218 -2.8396 1.6322 0.182
H 1.7438 -0.6129 1.0730 0.374
O -2.3548 2.1869 3.2473 -0.953
H -2.0129 2.4502 2.3567 0.453
H -1.5892 1.5779 3.4976 0.496
O -3.3950 -1.1945 1.2682 -0.938
H -4.0033 -0.4625 1.1463 0.467
H -3.7642 -1.5931 2.0631 0.475
O 3.7371 0.7585 0.5693 -0.970
H 3.3902 0.0125 0.0592 0.492
H 4.1786 1.3209 -0.0691 0.476
O 0.4496 0.3049 3.7192 -0.968
H 1.1962 0.8438 3.9861 0.481
H 0.5316 0.2410 2.7827 0.484
O 3.2095 -1.2971 -1.6743 -0.965
H 3.8656 -1.2347 -2.3703 0.479
H 2.5141 -0.7637 -2.1142 0.489
O -0.2108 3.9514 -0.2405 -0.984
H -0.6737 4.7798 -0.2188 0.499
H -0.4255 3.2652 -0.8580 0.486
O 1.4027 0.2297 -3.9026 -1.006
H 1.2082 -0.4037 -4.5968 0.491
H 0.6920 0.5370 -3.3023 0.517
O -3.4263 2.6119 -1.5930 -0.942
H -3.7949 2.9536 -0.7743 0.470
H -3.4949 1.6652 -1.4425 0.472
O -1.2639 1.3560 -3.6987 -0.992
H -1.6334 2.2573 -3.7033 0.484
H -1.5846 0.8388 -2.9275 0.500
O 1.3378 2.2358 2.3451 -0.962
H 2.1607 2.0955 1.8264 0.488
H 0.7176 2.4286 1.6367 0.473


Most stable = entry iii


Entry i
12
Properties=species:S:1:pos:R:3:nbo_charge:R:1 method="wB97M-V/def2-TZVPD" molar_mass_g_mol=77.08 gap_ev=10.2398 smiles="CC(N)=O.O"
C -0.8666 -0.0050 1.8623 -0.737
C -1.1490 0.1685 0.4142 0.675
N -0.2867 -0.2282 -0.6041 -0.935
O -2.3601 0.4999 0.1687 -0.563
H -1.2152 -1.0749 2.1633 0.255
H 0.0982 0.4604 2.1856 0.233
H -1.7001 0.6087 2.2256 0.256
H -0.3747 -1.2081 -0.8631 0.409
H -0.0995 0.4138 -1.3792 0.406
O 2.6440 -0.2905 -2.1505 -0.934
H 2.8782 0.5040 -2.7037 0.465
H 2.4316 0.1515 -1.3191 0.469


Entry ii
12
Properties=species:S:1:pos:R:3:nbo_charge:R:1 method="wB97M-V/def2-TZVPD" molar_mass_g_mol=77.08 gap_ev=10.7857 smiles="NC=O.CO"
N -2.0664 -1.3675 -0.4300 -0.849
C -1.7390 -2.2036 -1.5168 0.540
O -1.2815 -3.3057 -1.4188 -0.553
H -1.5403 -0.4985 -0.4886 0.380
H -1.8467 -1.7946 0.4689 0.377
H -2.0286 -1.6705 -2.4445 0.105
C 2.4148 2.9950 2.1000 -0.250
O 1.9588 2.9494 0.7406 -0.722
H 2.9293 2.0741 2.3698 0.167
H 3.1069 3.8242 2.2001 0.176
H 1.5859 3.1963 2.7744 0.167
H 1.9662 2.0124 0.5009 0.463


Most stable = entry ii


Entry i
9
Properties=species:S:1:pos:R:3:nbo_charge:R:1 method="wB97M-V/def2-TZVPD" molar_mass_g_mol=161.01 gap_ev=8.8258 smiles="O=S(=O)=CC(Cl)Cl"
O -0.9501 2.3086 1.3148 -0.832
S -0.6314 0.8906 1.1638 2.088
O -0.5325 0.0572 2.2972 -0.835
C 0.1842 0.5801 -0.2244 -0.691
C 0.5364 -0.8652 -0.5508 -0.190
Cl -0.9626 -1.6002 -1.4062 -0.069
Cl 1.9059 -0.9722 -1.8215 -0.032
H -0.3965 1.2099 -1.0126 0.291
H 0.8465 -1.6087 0.2399 0.270


Entry ii
9
Properties=species:S:1:pos:R:3:nbo_charge:R:1 method="wB97M-V/def2-TZVPD" molar_mass_g_mol=161.01 gap_ev="7.5582 / 7.4403"
C -0.0739 0.3768 0.7654 0.284
C -0.5884 -0.5518 -0.3124 -0.391
O 2.9217 -0.2139 -0.9175 -0.719
O -0.8444 1.0771 1.4796 -0.601
S 2.8736 1.1992 -0.6256 0.711
Cl -2.3785 -0.4837 -0.4256 -0.070
Cl 0.1843 -2.0390 0.2570 0.050
H -0.2481 -0.4478 -1.4225 0.280
H -1.8464 1.0831 1.2016 0.456


Most stable = entry i


Entry i
25
Properties=species:S:1:pos:R:3:nbo_charge:R:1 method="wB97M-V/def2-TZVPD" molar_mass_g_mol=159.28 gap_ev=8.9663 smiles=[NH3+]CC1(N2CCCS2)CC1 charge=+1
N -0.7601 -2.1439 0.0073 -0.734
C -0.9432 -0.7983 -0.6825 -0.254
C -0.9732 0.2757 0.4133 0.059
N 0.3998 0.5878 1.0371 -0.539
C 1.1970 1.6377 0.3638 -0.217
C 2.0987 0.9109 -0.7202 -0.421
C 2.6615 -0.3465 -0.0670 -0.537
S 1.4668 -0.8005 1.3286 0.359
C -2.1629 0.1565 1.3394 -0.455
C -2.0873 1.3173 0.3588 -0.368
H -0.8499 -2.9520 -0.6273 0.435
H -1.6008 -2.2239 0.7422 0.451
H 0.1698 -2.1495 0.4316 0.434
H -0.0442 -0.6965 -1.4275 0.244
H -1.8316 -1.0002 -1.4247 0.251
H 1.7192 2.0805 1.1854 0.215
H 0.5990 2.3529 -0.0025 0.212
H 1.2901 0.6293 -1.5973 0.183
H 2.7477 1.6949 -1.0900 0.255
H 2.8471 -1.1979 -0.7034 0.234
H 3.7074 -0.1014 0.4016 0.250
H -2.0728 0.5966 2.3486 0.258
H -2.8845 -0.7032 1.4225 0.218
H -2.6721 1.1427 -0.5682 0.227
H -2.0159 2.2175 0.7896 0.241


Entry ii
25
Properties=species:S:1:pos:R:3:nbo_charge:R:1 method="wB97M-V/def2-TZVPD" molar_mass_g_mol=159.28 gap_ev=7.9581 charge=+1
C -0.5302 2.7389 0.3713 -0.481
C -0.7918 -0.1970 0.8338 -0.352
C -0.4213 1.9863 -0.6722 0.442
C -0.7526 1.6814 -1.9886 -0.773
C 3.6484 -1.4836 -0.0050 -0.382
C -3.1777 -1.7365 0.8849 -0.780
C 1.3538 -0.6414 0.0689 0.360
N 0.3242 0.2064 0.1027 -0.494
N 2.5872 -0.4680 -0.4160 -0.541
S -2.4242 -0.4705 -0.0375 0.187
H -1.1280 3.6237 0.1812 0.280
H -0.1569 2.6443 1.3475 0.274
H -0.9691 0.5618 1.6603 0.208
H -0.8400 2.6732 -2.5769 0.296
H -0.6704 -1.2008 1.4415 0.211
H -0.1683 1.0929 -2.6486 0.294
H 3.7336 -1.4014 1.0498 0.208
H 3.0816 -2.2935 -0.2602 0.209
H 4.5033 -1.2103 -0.5771 0.233
H -3.4342 -1.7085 1.9561 0.237
H -2.3101 -2.5397 0.8722 0.214
H -4.0895 -2.0001 0.3669 0.261
H 1.4070 -1.5309 0.6479 0.189
H 2.9369 0.4056 -0.8264 0.416
H -1.7117 1.2673 -1.7766 0.285


Entry iii
25
Properties=species:S:1:pos:R:3:nbo_charge:R:1 method="wB97M-V/def2-TZVPD" molar_mass_g_mol=159.28 gap_ev=6.7341 charge=+1
N 3.0669 -1.6669 0.2506 -0.825
C 3.4484 -0.2547 0.2019 -0.208
C 2.2940 0.6946 -0.3452 -0.422
C 0.9422 0.2400 0.2805 -0.392
C -0.2276 1.2586 0.0107 -0.421
C -1.5580 0.4780 0.2443 -0.303
C -2.3507 -0.0504 -0.9985 -0.259
N -3.5173 -0.7095 -0.3517 -0.463
C -3.9360 -0.2034 0.7760 0.089
S -2.9418 1.2587 1.1741 0.372
H 2.5471 -1.8985 1.0834 0.358
H 2.5521 -1.9251 -0.5813 0.348
H 4.3223 -0.1107 -0.4594 0.203
H 3.6449 0.0784 1.2378 0.194
H 2.5213 1.7596 -0.1681 0.218
H 2.2156 0.5312 -1.4430 0.198
H 0.6366 -0.6964 -0.2324 0.187
H 0.9862 0.0014 1.3594 0.211
H -0.2030 2.1082 0.7215 0.233
H -0.1648 1.6991 -1.0004 0.231
H -1.2941 -0.4054 0.8575 0.229
H -2.6859 0.7234 -1.7114 0.249
H -1.6485 -0.7920 -1.4213 0.249
H -3.8852 -1.5086 -0.8568 0.451
H -4.7648 -0.6096 1.3718 0.277


Most stable = entry iii


Entry i
26
Properties=species:S:1:pos:R:3:nbo_charge:R:1 method="wB97M-V/def2-TZVPD" molar_mass_g_mol=138.23 gap_ev=7.2747 smiles="C=C(C=[NH2+])C/C=C(/C)CC" charge=+1
C 0.6141 -3.3865 -0.4744 -0.212
C 1.1134 -2.2886 0.0978 -0.097
C 2.3974 -2.0013 -0.5247 0.291
N 2.8161 -0.7835 -0.7271 -0.645
C 0.3506 -1.2660 0.8945 -0.493
C -0.5901 -0.5138 -0.1118 -0.241
C -1.0477 0.7765 -0.0733 0.078
C -1.9880 1.3866 -1.0069 -0.675
C -0.4949 1.7274 0.9177 -0.456
C -1.4239 2.9230 1.0547 -0.616
H 1.3714 -3.9164 -1.1093 0.208
H -0.3711 -3.9118 -0.4419 0.256
H 3.0926 -2.6603 -0.8384 0.221
H 2.3595 0.0260 -0.2691 0.429
H 3.6686 -0.3617 -1.2416 0.461
H -0.2107 -1.9147 1.6189 0.257
H 0.9172 -0.5978 1.5310 0.232
H -0.9423 -1.2889 -0.7704 0.196
H -2.1879 0.7203 -1.8880 0.232
H -1.8396 2.4147 -1.3853 0.244
H -3.0184 1.4163 -0.5564 0.247
H 0.4992 2.1845 0.5992 0.209
H -0.2057 1.2474 1.7882 0.212
H -0.9746 3.6966 1.7758 0.231
H -2.4852 2.8630 1.1206 0.228
H -1.4199 3.5088 0.0201 0.204


Entry ii
26
Properties=species:S:1:pos:R:3:nbo_charge:R:1 method="wB97M-V/def2-TZVPD" molar_mass_g_mol=138.23 gap_ev=9.0494 smiles="C=C[N@H+](C)/C(C)=C/C=C/C" charge=+1
C 2.7522 -2.1317 0.3917 -0.336
C 2.5135 -0.8452 0.5219 -0.054
N 1.7742 -0.0822 -0.4765 -0.386
C 2.5992 0.9903 -1.0823 -0.418
C 0.4921 0.3784 0.0998 0.116
C 0.5340 1.5444 1.0312 -0.685
C -0.6166 -0.3080 -0.2666 -0.151
C -1.9945 -0.0799 0.1228 -0.294
C -3.0839 -0.7259 -0.3602 -0.045
C -4.4688 -0.3758 0.0061 -0.658
H 3.2769 -2.6679 1.1621 0.247
H 2.4465 -2.7036 -0.4694 0.213
H 2.8145 -0.2693 1.3831 0.233
H 1.5258 -0.7339 -1.2307 0.444
H 1.9612 1.6915 -1.6175 0.244
H 3.1571 1.5234 -0.3155 0.234
H 3.3118 0.5490 -1.7786 0.243
H 1.5018 2.0323 1.0322 0.227
H 0.3017 1.2376 2.0521 0.252
H -0.2125 2.2836 0.7410 0.257
H -0.4925 -1.1393 -0.9549 0.200
H -2.1539 0.7022 0.8536 0.209
H -2.9599 -1.5157 -1.0927 0.201
H -5.0474 -1.2681 0.2452 0.240
H -4.9473 0.0943 -0.8552 0.243
H -4.5047 0.3201 0.8405 0.224


Most stable = entry ii